Entry 1:
This record from OMol25 describes a structure of composition C31H45BrErN5O5P3 in a non-equilibrium geometry. The level of theory is ωB97M-V/def2-TZVPD.

Last column: Löwdin spin population.
Geometry (Å):
1 Er -0.919 0.345 -0.095  3.02
2 O -3.503 5.968 -0.568  0.00
3 C -2.200 6.166 -0.439  0.00
4 O -1.701 7.260 -0.419  0.00
5 C -1.328 4.958 -0.304  0.00
6 C 0.026 5.064 -0.090  0.00
7 N 0.510 3.812 -0.019  0.00
8 N -0.442 2.882 -0.177  0.00
9 C -1.564 3.574 -0.336  0.00
10 C -2.810 2.793 -0.577  0.00
11 O -3.893 3.350 -0.624  0.00
12 O -2.604 1.523 -0.725  0.00
13 H -3.720 5.004 -0.576  0.00
14 H 0.640 5.942 0.014  0.00
15 H 1.458 3.532 0.166  0.00
16 C -4.462 -2.191 -1.164  0.00
17 P -3.342 -1.396 0.031  0.00
18 C -4.476 -0.272 0.912  0.00
19 C -2.988 -2.695 1.267  0.00
20 C -3.964 -3.114 2.167  0.00
21 C -3.661 -4.009 3.181  0.00
22 C -2.367 -4.492 3.303  0.00
23 C -1.390 -4.105 2.395  0.00
24 C -1.686 -3.215 1.366  0.00
25 P -0.443 -2.680 0.124  0.00
26 C 1.046 -3.622 0.613  0.00
27 C -0.961 -3.684 -1.318  0.00
28 H -5.353 -2.533 -0.636  0.00
29 H -3.989 -3.042 -1.650  0.00
30 H -4.753 -1.468 -1.927  0.00
31 H -5.396 -0.777 1.207  0.00
32 H -4.715 0.556 0.246  0.00
33 H -3.987 0.136 1.798  0.00
34 H -4.972 -2.725 2.093  0.00
35 H -4.428 -4.319 3.878  0.00
36 H -2.114 -5.174 4.104  0.00
37 H -0.391 -4.501 2.511  0.00
38 H 1.474 -3.234 1.538  0.00
39 H 1.781 -3.534 -0.189  0.00
40 H 0.820 -4.681 0.741  0.00
41 H -1.147 -4.712 -1.005  0.00
42 H -0.175 -3.668 -2.076  0.00
43 H -1.865 -3.282 -1.769  0.00
44 Br 0.272 1.056 6.896  0.00
45 C -0.065 0.842 5.052  0.00
46 C 0.611 1.631 4.138  0.00
47 C 0.355 1.447 2.783  0.00
48 C -0.553 0.503 2.276  -0.01
49 C -1.213 -0.249 3.260  0.00
50 C -0.986 -0.098 4.625  0.00
51 H 1.314 2.379 4.481  0.00
52 H 0.895 2.099 2.099  0.00
53 H -1.944 -1.002 2.979  0.00
54 H -1.520 -0.703 5.347  0.00
55 C -1.435 -0.472 -3.236  0.00
56 C -0.017 0.103 -3.135  0.00
57 C 0.897 -0.695 -4.057  0.00
58 C -0.051 1.572 -3.569  0.00
59 O 0.432 -0.025 -1.796  0.00
60 H -1.823 -0.339 -4.248  0.00
61 H -2.115 0.050 -2.557  0.00
62 H -1.431 -1.537 -3.000  0.00
63 H 0.518 -0.722 -5.080  0.00
64 H 0.979 -1.725 -3.698  0.00
65 H 1.900 -0.254 -4.092  0.00
66 H -0.640 1.703 -4.479  0.00
67 H 0.951 1.957 -3.774  0.00
68 H -0.502 2.192 -2.791  0.00
69 C 5.169 -0.362 0.502  0.00
70 N 4.390 -0.889 -0.718  0.00
71 C 4.757 -0.021 -1.931  0.00
72 N 4.509 1.348 -1.663  0.00
73 C 5.252 1.781 -0.480  0.00
74 N 4.897 1.013 0.712  0.00
75 C 3.495 1.250 1.111  0.00
76 P 2.221 0.804 -0.181  0.00
77 C 2.906 -0.882 -0.473  0.00
78 C 3.074 1.657 -1.588  0.00
79 H 6.221 -0.528 0.273  0.00
80 H 4.865 -0.971 1.352  0.00
81 H 4.687 -1.847 -0.907  0.00
82 H 4.159 -0.384 -2.766  0.00
83 H 5.816 -0.201 -2.115  0.00
84 H 5.051 2.836 -0.301  0.00
85 H 6.318 1.660 -0.676  0.00
86 H 3.398 2.305 1.383  0.00
87 H 3.271 0.690 2.022  0.00
88 H 2.403 -1.314 -1.338  0.00
89 H 2.716 -1.497 0.405  0.00
90 H 2.958 2.739 -1.498  0.00
91 H 2.589 1.364 -2.518  0.00

Summary:
E_HOMO (alpha / beta) = -10.489 / -10.493 eV
Spin multiplicity = 4
Charge = +1
LUMO (alpha / beta) = -2.933 / -2.933 eV
Orbital gap (alpha / beta) = 0.27769 / 0.27785 Eh
⟨S²⟩ = 3.753

---

Entry 2:
This record from OMol25 describes the ion C4H14N2O with charge +2 in a non-equilibrium geometry. The level of theory is ωB97M-V/def2-TZVPD.

Last column: Löwdin charge in e.
Geometry (Å):
1 N 1.682 2.234 -0.952  0.21
2 C 0.532 1.109 -0.757  -0.03
3 C 0.359 0.481 0.687  -0.11
4 C -0.885 -0.438 0.639  -0.23
5 N -0.925 -1.530 1.771  0.25
6 C -1.155 -1.244 -0.688  -0.17
7 O 0.133 -1.607 -1.181  -0.07
8 H 2.396 1.888 -1.587  0.17
9 H 2.074 2.373 -0.008  0.17
10 H 1.323 3.138 -1.258  0.17
11 H -0.261 1.865 -0.653  0.15
12 H 0.818 0.440 -1.536  0.12
13 H 1.120 -0.269 1.014  0.13
14 H 0.465 1.227 1.500  0.14
15 H -1.733 0.225 0.823  0.16
16 H -0.687 -0.962 2.613  0.19
17 H -1.707 -2.172 1.886  0.18
18 H -0.105 -2.089 1.540  0.16
19 H -1.728 -0.567 -1.334  0.14
20 H -1.700 -2.143 -0.436  0.13
21 H -0.017 -1.959 -2.083  0.14

Summary:
E_HOMO = -18.640 eV
SMILES = [NH3+]CC[C@H]([NH3+])CO
Charge = +2
LUMO = -6.794 eV
Orbital gap = 0.43534 Eh

---

In order of appearance, energy above the lowest of the compared OMol25 structures with the same formula, charge and spin = 10.9; 43.0 kcal per mole.
In order of appearance, E = -6471.2993; -344.8813 a.u..